Record 1
The following is a quantum chemistry calculation of C4H6N2 as an isolated structure, from OMol25.

XYZ file:
```
12
Properties=species:S:1:pos:R:3:forces:R:3:lowdin_charge:R:1
C -1.7251 -0.1643 -0.1427 -0.01 0.01 0.01 -0.04
C -0.2588 0.0951 0.0545 -0.01 -0.24 -0.20 -0.40
C 0.8224 -0.7965 0.1616 -0.03 0.12 -0.01 -0.04
C 1.9350 -0.0127 -0.0845 0.05 -0.01 0.04 -0.16
N 1.6104 1.2789 -0.2886 -0.03 -0.19 0.03 -0.03
N 0.2913 1.3912 -0.2692 -0.03 -0.07 0.00 -0.01
H -2.2875 0.7717 -0.0836 0.09 -0.14 0.01 0.08
H -1.8930 -0.5982 -1.1331 0.02 0.07 0.13 0.08
H -2.1097 -0.8603 0.6080 0.06 0.10 -0.11 0.08
H 0.7798 -1.8554 0.3776 0.00 0.17 -0.04 0.11
H 2.9774 -0.3110 -0.0964 -0.17 0.05 0.01 0.10
H -0.1358 1.0393 0.8959 0.05 0.13 0.14 0.21
```
Forces are in eV/Å.

As for the charge: 0. The gap between HOMO and LUMO is 10.62 eV. The lowest unoccupied orbital energy is 0.77 eV. The value obtained for the energy above the lowest of the compared OMol25 structures with the same formula, charge and spin is 2.815 eV.

Record 2
The following is a quantum chemistry calculation of one molecule with the formula C3H6N2O3 at a distorted geometry, from OMol25.

XYZ file:
```
14
Properties=species:S:1:pos:R:3:forces:R:3:lowdin_charge:R:1
O -0.7729 -1.4981 -0.5281 0.69 0.88 0.34 0.05
C -0.4802 -0.6392 0.3206 -1.04 -1.51 -0.63 -0.41
N 0.0135 0.5798 -0.0097 0.45 -0.02 -0.62 0.18
C 0.4882 0.9894 -1.3305 -0.51 0.49 2.16 -0.56
O 0.4686 0.0421 -2.2110 0.16 0.05 -1.18 0.17
O 0.8511 2.1225 -1.4430 0.22 -0.16 -0.51 0.13
C -0.8683 -0.8717 1.7736 0.35 0.30 -0.89 -0.19
N 0.1708 -0.6375 2.7233 -0.05 0.39 0.84 0.01
H 0.1204 1.2887 0.7001 0.02 -0.01 -0.10 0.15
H -0.0679 -0.7142 -1.8895 -0.11 -0.44 0.41 0.09
H -1.2233 -1.8934 1.8845 0.08 0.03 -0.25 0.13
H -1.7595 -0.2361 1.8212 -0.08 0.26 0.79 0.12
H 0.4876 -1.4230 3.2472 0.09 -0.30 0.01 0.07
H 0.8665 0.0854 2.6588 -0.28 0.04 -0.37 0.07
```
Forces are in eV/Å.

As for the charge: 0. The gap between HOMO and LUMO is 10.08 eV. The lowest unoccupied orbital energy is 0.49 eV. The value obtained for the energy above the lowest of the compared OMol25 structures with the same formula, charge and spin is 0.489 eV. As for the SMILES: NCC(=O)NC(=O)O.

Question: Number 2 is which compound?
Answer: C3H6N2O3